1.
{
  "formula": "C4H7NO2",
  "method": "the ωB97M-V functional and the def2-TZVPD basis",
  "e_lumo_ev": 0.273,
  "fmax_ev_per_a": 0.5,
  "relative_energy_kcal_mol": 115.4,
  "species": ["C", "N", "C", "C", "O", "C", "O", "H", "H", "H", "H", "H", "H", "H"],
  "positions_angstrom": [[-2.061, 0.330, -1.267], [-0.994, -0.636, -1.159], [-0.061, -0.497, -0.327], [1.149, -1.286, -0.190], [1.798, -0.642, 1.082], [1.116, 0.660, 1.252], [-0.139, 0.483, 0.752], [-2.144, 0.638, -2.316], [-3.022, -0.124, -0.994], [-1.917, 1.225, -0.650], [1.904, -1.153, -0.966], [1.521, -1.251, 1.785], [1.745, 1.349, 0.679], [1.106, 0.903, 2.319]],
  "atomic_forces_ev_per_a": [[-0.160, 0.173, -0.001], [0.475, 0.078, 0.249], [-0.268, -0.054, -0.254], [-0.034, 0.014, -0.054], [-0.067, -0.094, 0.183], [0.244, 0.002, 0.070], [-0.016, -0.107, -0.137], [-0.023, -0.019, 0.159], [0.181, 0.016, -0.022], [-0.042, -0.101, -0.075], [-0.180, 0.052, 0.140], [0.098, 0.116, -0.095], [-0.130, -0.074, 0.007], [-0.080, -0.002, -0.173]],
  "lowdin_charge": [-0.14, 0.03, -0.40, 0.00, -0.04, -0.16, -0.02, 0.07, 0.07, 0.07, 0.07, 0.16, 0.15, 0.15]
}

---

2.
{
  "formula": "C9H14",
  "method": "the ωB97M-V functional and the def2-TZVPD basis",
  "e_lumo_ev": 0.953,
  "smiles": "Cc1ccccc1.CC",
  "fmax_ev_per_a": 4.2,
  "relative_energy_kcal_mol": 59.6,
  "species": ["C", "C", "C", "C", "C", "C", "C", "H", "H", "H", "H", "H", "H", "H", "H", "C", "C", "H", "H", "H", "H", "H", "H"],
  "positions_angstrom": [[-0.023, -2.077, 0.566], [-0.683, -0.796, 0.569], [-0.775, -0.140, 1.851], [-1.850, 0.811, 1.938], [-2.694, 1.169, 0.935], [-2.528, 0.665, -0.384], [-1.448, -0.274, -0.489], [-0.729, -2.637, 1.333], [1.034, -2.087, 0.769], [-0.020, -2.633, -0.496], [-0.196, -0.485, 2.693], [-2.037, 1.207, 2.970], [-3.619, 1.652, 0.905], [-3.242, 0.891, -1.252], [-1.348, -0.658, -1.565], [1.984, 0.266, -0.990], [3.088, 1.066, -1.634], [1.124, 0.259, -1.615], [2.096, -0.762, -0.625], [1.767, 0.646, 0.035], [4.044, 0.756, -1.584], [2.923, 2.063, -1.180], [3.132, 1.097, -2.751]],
  "atomic_forces_ev_per_a": [[-0.887, -3.709, -1.853], [-1.152, 3.179, 1.285], [-2.538, 0.751, -3.066], [1.709, -0.469, 3.224], [-0.262, -1.204, -3.621], [1.922, -1.144, 1.073], [-1.346, -0.042, -2.590], [2.143, 0.214, -1.585], [0.279, 0.068, 0.949], [-0.561, 1.175, 2.270], [-0.061, 0.134, 0.170], [0.102, -0.207, -1.071], [-1.126, 1.477, 1.603], [1.383, -0.284, 1.492], [0.237, -0.035, 1.814], [0.067, -0.924, 1.847], [-2.424, 1.532, -1.096], [-0.964, 0.224, -0.135], [0.880, -0.311, -1.103], [-0.324, 0.619, -0.963], [3.442, -1.205, 1.704], [0.799, -0.178, -0.899], [-1.319, 0.336, 0.550]],
  "lowdin_charge": [-0.10, -0.37, -0.02, -0.10, -0.13, -0.06, -0.08, 0.13, 0.05, 0.13, 0.10, 0.11, 0.07, 0.12, 0.12, -0.17, -0.16, 0.05, 0.05, 0.08, 0.01, 0.08, 0.08]
}